Molecular formula: C15H18F6N2OP
Method: DFT, wB97M-V/def2-TZVPD

Each line ends with the Mulliken charge.
Cartesian coordinates (Å):
C  -3.02399  2.03078  -1.56641  -1.422
C  -1.52541  2.08294  -1.47406  0.786
C  -0.81343  3.26716  -1.68845  -0.920
C  0.58177  3.27622  -1.62289  -0.882
C  1.33229  2.12986  -1.32821  0.120
C  2.84391  2.22368  -1.30462  0.480
C  3.40206  2.35740  0.13304  -1.563
C  3.53947  1.12039  -2.13891  -1.443
C  0.60208  0.95725  -1.07933  0.538
O  1.23551  -0.24029  -0.79835  -0.524
C  1.57564  -0.48628  0.54946  -0.463
C  0.35353  -0.71536  1.44340  0.664
C  -0.29505  -1.99516  1.12932  -0.137
N  -0.80828  -2.97402  0.87247  -0.348
C  0.76051  -0.63931  2.93332  -0.603
C  -0.36884  -0.34613  3.81925  0.124
N  -1.26209  -0.08395  4.46734  -0.410
C  -0.78943  0.92891  -1.17392  -0.268
H  -3.44150  1.43660  -0.75421  0.365
H  -3.45783  3.02817  -1.51524  0.357
H  -3.34443  1.56691  -2.50022  0.298
H  -1.34643  4.18177  -1.91840  0.346
H  1.11660  4.19953  -1.81765  0.350
H  3.07113  3.16488  -1.80487  0.628
H  2.62974  2.23930  0.89103  0.381
H  4.20584  1.64597  0.31628  0.379
H  3.82836  3.35045  0.28142  0.311
H  3.94402  1.54730  -3.05721  0.345
H  2.84937  0.33651  -2.43376  0.317
H  4.36539  0.66508  -1.59580  0.298
H  2.16385  0.33583  0.96918  -0.105
H  2.20065  -1.37880  0.53524  0.338
H  -0.38663  0.06642  1.25753  0.254
H  1.23585  -1.56603  3.25284  0.403
H  1.46974  0.18282  3.05724  0.342
H  -1.29671  -0.01799  -1.02741  0.669
F  -2.88554  -6.00810  -0.23161  -0.346
P  -3.87248  -5.40778  0.95545  1.068
F  -3.90677  -4.10970  -0.06865  -0.334
F  -5.31412  -4.80824  1.51264  -0.356
F  -3.20786  -4.35558  2.03702  -0.332
F  -3.10570  -6.50683  1.93341  -0.360
F  -4.85477  -6.68255  0.55330  -0.345

Net charge = -1
Kohn-Sham gap = 9.48 eV
Highest occupied orbital energy = -7.41 eV
F_max = 1.83 eV/Å

---

Molecular formula: C15H18KNOSi
Method: DFT, wB97M-V/def2-TZVPD

Each line ends with the natural charge from an NBO analysis.
Cartesian coordinates (Å):
K  -1.37619  1.89782  1.04933  0.961
C  2.92254  0.38268  2.96709  -1.126
Si  1.04228  0.12990  2.94646  1.790
C  0.62424  -1.49627  3.83366  -1.126
C  0.28471  1.51222  4.00756  -1.123
N  0.33675  0.27586  1.40644  -1.267
C  0.48545  -0.61725  0.39169  0.145
C  1.36761  -1.72447  0.40835  -0.293
C  1.44642  -2.64355  -0.61939  -0.186
C  0.64474  -2.51547  -1.74272  -0.285
C  -0.21924  -1.43240  -1.81665  -0.283
C  -0.27739  -0.49766  -0.79838  0.263
O  -1.18034  0.60418  -0.88355  -0.590
C  -1.54640  0.95796  -2.16783  0.271
C  -0.60484  1.41477  -3.08335  -0.258
C  -0.99863  1.73790  -4.36975  -0.195
C  -2.33138  1.62086  -4.74643  -0.226
C  -3.27074  1.18930  -3.82378  -0.214
C  -2.88050  0.85882  -2.53349  -0.225
H  3.34788  0.32597  3.97191  0.227
H  3.17460  1.35759  2.54336  0.229
H  3.40898  -0.37755  2.35228  0.231
H  0.97865  -1.51884  4.86673  0.227
H  1.06915  -2.34311  3.30823  0.233
H  -0.45785  -1.64833  3.84040  0.228
H  0.70874  1.48135  5.01415  0.239
H  -0.79851  1.39449  4.11583  0.211
H  0.49669  2.50716  3.60286  0.214
H  2.00327  -1.84838  1.27488  0.201
H  2.13791  -3.47464  -0.54200  0.204
H  0.68475  -3.23366  -2.55007  0.208
H  -0.85179  -1.31521  -2.68674  0.216
H  0.43171  1.48736  -2.77812  0.235
H  -0.26500  2.08747  -5.08432  0.219
H  -2.63083  1.86030  -5.75825  0.217
H  -4.31028  1.10261  -4.11198  0.217
H  -3.59717  0.50021  -1.80441  0.214

Kohn-Sham gap = 5.98 eV
Highest occupied orbital energy = -6.41 eV
F_max = 1.81 eV/Å

---

Molecular formula: C15H18MgN7
Method: DFT, wB97M-V/def2-TZVPD

Each line ends with the natural charge from an NBO analysis.
Cartesian coordinates (Å):
Mg  0.14617  -0.85647  -0.96165  1.755
C  -0.91369  -0.04984  1.67964  -0.240
C  -2.10854  -0.65871  0.95632  -0.242
N  -2.00626  -0.48919  -0.51806  -0.723
C  -2.38361  0.85608  -0.99471  -0.275
C  -1.19881  1.79550  -1.07420  0.240
C  -1.31673  3.17119  -0.99087  -0.245
C  -0.16441  3.93891  -1.07154  -0.104
C  1.07124  3.32320  -1.20648  -0.244
C  1.11262  1.94301  -1.28351  0.229
C  2.39840  1.15682  -1.43129  -0.273
N  2.28033  -0.21952  -0.91014  -0.720
C  2.66458  -0.36639  0.51821  -0.240
C  1.56092  0.10913  1.45376  -0.239
N  0.33491  -0.65944  1.18550  -0.778
N  -0.00667  1.21575  -1.23974  -0.633
H  -1.03675  -0.18286  2.75699  0.226
H  -0.85959  1.02549  1.49468  0.199
H  -3.03371  -0.21538  1.33459  0.212
H  -2.16015  -1.73034  1.15697  0.234
H  -2.63275  -1.16281  -0.94577  0.412
H  -3.15808  1.29939  -0.36255  0.217
H  -2.80731  0.75865  -1.99682  0.243
H  -2.28554  3.63145  -0.85226  0.244
H  -0.22719  5.01699  -1.00604  0.244
H  1.98353  3.90306  -1.23912  0.243
H  3.21617  1.69711  -0.94670  0.217
H  2.63853  1.09793  -2.49513  0.242
H  2.88866  -0.81682  -1.45835  0.409
H  3.58961  0.17607  0.73106  0.210
H  2.84752  -1.42718  0.70161  0.230
H  1.34624  1.16816  1.29246  0.199
H  1.89407  -0.00398  2.48774  0.228
H  0.45171  -1.57340  1.62758  0.430
N  0.23612  -2.80241  -1.55338  -0.673
C  -0.09868  -3.44593  -0.63475  0.449
C  -0.52775  -4.09559  0.50140  -0.580
C  -1.89216  -4.48933  0.56277  0.274
N  -3.01669  -4.73895  0.55769  -0.308
C  0.24975  -3.83861  1.65726  0.318
N  0.92396  -3.46072  2.51682  -0.385

Net charge = +1
Kohn-Sham gap = 7.98 eV
Highest occupied orbital energy = -11.42 eV
F_max = 0.31 eV/Å
Energy above the lowest of the compared OMol25 structures with the same formula, charge and spin = 0.000 eV

---

Repeat the first record exactly.
Molecular formula: C15H18F6N2OP
Method: DFT, wB97M-V/def2-TZVPD

Each line ends with the Mulliken charge.
Cartesian coordinates (Å):
C  -3.02399  2.03078  -1.56641  -1.422
C  -1.52541  2.08294  -1.47406  0.786
C  -0.81343  3.26716  -1.68845  -0.920
C  0.58177  3.27622  -1.62289  -0.882
C  1.33229  2.12986  -1.32821  0.120
C  2.84391  2.22368  -1.30462  0.480
C  3.40206  2.35740  0.13304  -1.563
C  3.53947  1.12039  -2.13891  -1.443
C  0.60208  0.95725  -1.07933  0.538
O  1.23551  -0.24029  -0.79835  -0.524
C  1.57564  -0.48628  0.54946  -0.463
C  0.35353  -0.71536  1.44340  0.664
C  -0.29505  -1.99516  1.12932  -0.137
N  -0.80828  -2.97402  0.87247  -0.348
C  0.76051  -0.63931  2.93332  -0.603
C  -0.36884  -0.34613  3.81925  0.124
N  -1.26209  -0.08395  4.46734  -0.410
C  -0.78943  0.92891  -1.17392  -0.268
H  -3.44150  1.43660  -0.75421  0.365
H  -3.45783  3.02817  -1.51524  0.357
H  -3.34443  1.56691  -2.50022  0.298
H  -1.34643  4.18177  -1.91840  0.346
H  1.11660  4.19953  -1.81765  0.350
H  3.07113  3.16488  -1.80487  0.628
H  2.62974  2.23930  0.89103  0.381
H  4.20584  1.64597  0.31628  0.379
H  3.82836  3.35045  0.28142  0.311
H  3.94402  1.54730  -3.05721  0.345
H  2.84937  0.33651  -2.43376  0.317
H  4.36539  0.66508  -1.59580  0.298
H  2.16385  0.33583  0.96918  -0.105
H  2.20065  -1.37880  0.53524  0.338
H  -0.38663  0.06642  1.25753  0.254
H  1.23585  -1.56603  3.25284  0.403
H  1.46974  0.18282  3.05724  0.342
H  -1.29671  -0.01799  -1.02741  0.669
F  -2.88554  -6.00810  -0.23161  -0.346
P  -3.87248  -5.40778  0.95545  1.068
F  -3.90677  -4.10970  -0.06865  -0.334
F  -5.31412  -4.80824  1.51264  -0.356
F  -3.20786  -4.35558  2.03702  -0.332
F  -3.10570  -6.50683  1.93341  -0.360
F  -4.85477  -6.68255  0.55330  -0.345

Net charge = -1
Kohn-Sham gap = 9.48 eV
Highest occupied orbital energy = -7.41 eV
F_max = 1.83 eV/Å

---

Which formula does entry 3 have? C15H18MgN7